Density functional theory data (ωB97M-V with the def2-TZVPD basis set) for 2 unconnected molecules or ions with the total composition C4H13N2OS at a distorted geometry.

Geometry as ORCA input:
```
! wB97M-V def2-TZVPD RIJCOSX def2/J DEFGRID3
* xyz -1 1
C 0.10397 -1.72599 1.02848
N 1.18690 -0.76709 0.79443
C 1.82630 -0.96386 -0.47502
N 0.97798 -0.51511 -1.59597
C -1.06525 -1.15606 1.81353
C -1.95024 -0.08541 1.15999
S -1.08697 1.34942 0.41036
H -0.27220 -2.13799 0.08567
H 0.58773 -2.48670 1.63049
H 0.90230 0.20671 0.81389
H 2.13856 -1.99221 -0.61045
H 2.73211 -0.35320 -0.52268
H 0.03935 -0.27227 -1.34499
H 0.90576 -1.17487 -2.35948
H -0.64706 -0.74719 2.73616
H -1.71508 -1.98672 2.11567
H -2.57599 -0.56108 0.41139
H -2.56027 0.34307 1.94000
H 1.44729 1.74628 -2.48830
H 0.06430 2.18937 -2.97639
O 0.99663 2.40751 -3.03641
*
```

Computed properties:
LUMO energy (Eh): 0.1422
Highest occupied orbital energy (eV): -2.717
ΔE to the lowest compared entry with this formula, charge and spin (eV): 0.2977
Electronic energy (hartree): -743.16814
Orbital gap (eV): 6.59